Entry 1:
58
Properties=species:S:1:pos:R:3:forces:R:3:nbo_charge:R:1 method="wB97M-V/def2-TZVPD" mol_weight_g_mol=334.476 homo_energy_ha=-0.22795 homo_lumo_gap_ev=5.101
H -1.4480 -3.7614 -0.0331 1.525 2.056 -0.271 0.217
H 2.6503 1.4927 1.2845 -0.966 0.422 -2.477 0.230
C -3.0164 0.2795 1.4792 -0.514 0.765 -0.705 -0.415
C 0.0114 -1.0929 -4.2862 -0.411 0.240 -1.259 0.187
C -1.1931 2.0620 2.5530 1.078 -0.055 -0.358 -0.448
C 2.3991 1.6379 0.1279 0.905 1.563 1.367 -0.301
H -1.3224 -3.0578 -2.2594 1.557 1.825 1.183 0.244
H 1.3030 2.0073 -0.0521 2.014 -0.940 0.474 0.211
H -1.9776 2.5739 3.2879 1.656 -1.126 -1.724 0.210
H 0.5571 0.0227 -0.6736 2.171 -0.340 -1.218 0.206
H 2.7441 -2.9119 0.4524 -1.980 1.119 -0.315 0.229
C -1.3306 -1.6872 0.9407 -0.408 -0.400 -0.114 -0.460
H -1.9739 -2.4166 -4.2390 1.254 1.597 -1.015 0.221
H -0.0082 1.2592 4.4513 -0.614 -0.721 -2.559 0.264
H 0.6444 -3.3121 -4.2445 0.521 2.260 1.229 0.241
H -4.0809 0.7634 1.2459 2.140 -1.354 0.496 0.212
C -2.7586 -1.0315 0.4735 -0.109 1.161 1.811 -0.439
C 0.9407 -2.3012 -3.6853 0.239 -0.189 -2.619 -0.273
C 1.9359 5.6521 3.5764 0.509 0.378 0.416 -0.724
H 1.3496 6.5032 3.9351 0.068 0.009 -0.170 0.206
O 2.7453 0.3673 -0.5324 -2.758 -0.317 -0.934 -0.572
H 2.8932 -1.9860 -1.7438 -2.500 0.177 0.729 0.255
H -0.4870 -0.8919 1.1713 -1.930 -1.384 -0.608 0.241
H 2.5756 5.3040 4.3931 -0.103 0.007 -0.105 0.197
H -0.9852 -1.2332 -1.6858 1.145 -2.143 -0.367 0.266
H 1.0057 -3.5898 -2.0590 -0.369 1.517 -0.004 0.457
H -2.4880 2.3862 0.6763 1.202 -1.670 0.903 0.225
H -0.9967 -0.0781 3.4271 1.515 1.784 0.112 0.157
N 0.5939 -3.2920 0.5305 -0.360 0.631 -0.888 -0.672
H 1.5456 0.3498 -2.3056 -0.111 -1.223 1.712 0.202
C -1.9193 1.5021 1.1923 -0.528 -0.608 0.771 -0.412
H -1.4617 -1.8761 -5.9857 0.394 0.707 2.487 0.261
O 0.2362 4.8839 2.1511 0.248 -0.696 0.261 -0.794
H 1.6611 -1.4662 1.0228 0.514 -1.126 -1.949 0.234
C 1.7381 -2.3433 0.2510 0.581 -0.047 0.587 -0.246
H 2.0761 -2.1013 -3.9516 -2.417 -0.250 0.774 0.273
H 3.1200 2.5195 -0.2280 -1.529 -2.106 0.472 0.209
H -1.5292 -2.2403 1.9793 0.436 1.126 -2.245 0.231
H -3.6602 -1.7712 0.6900 2.033 1.311 -0.884 0.224
O 1.1190 3.4482 3.6984 -0.195 0.251 -0.585 -0.802
C -1.4593 -1.5576 -4.8445 -0.712 0.745 -0.166 -0.682
C 1.7943 -1.8128 -1.3285 1.945 1.620 1.773 -0.083
C -0.7180 -2.8206 -0.0727 -0.911 -0.258 1.201 -0.057
H -3.0356 -0.0482 2.6076 0.212 0.552 -2.259 0.216
H -0.3935 2.8685 2.1939 -2.113 -1.474 1.100 0.313
H 2.5757 5.9833 2.7531 -0.141 0.105 0.026 0.200
H -2.7723 -0.5910 -0.6131 0.045 -1.114 1.911 0.194
C -0.3201 0.8968 3.3683 -0.757 0.087 -0.690 -0.630
H -0.1506 -0.1832 -3.5670 0.687 -1.867 -1.345 0.213
C -0.6005 -2.3379 -1.6485 -2.478 -0.983 1.121 -0.274
C 1.5681 -0.1903 -1.2678 0.150 0.461 0.320 -0.108
H 0.6500 0.6504 2.7207 -1.944 0.509 1.502 0.184
H -2.1759 -0.6111 -4.7405 1.569 -2.097 -0.341 0.246
H 0.4130 -3.3313 1.5728 0.548 0.045 -1.697 0.396
N 0.7888 -2.5574 -2.2030 0.546 -0.290 0.872 -0.408
H -1.1328 1.0681 0.4327 -1.229 0.979 1.372 0.152
C 1.0059 4.5516 3.0955 0.077 0.070 0.121 0.761
F 0.7539 -0.5504 -5.4847 -1.395 -1.301 2.768 -0.383

Entry 2:
19
Properties=species:S:1:pos:R:3:forces:R:3:nbo_charge:R:1 method="wB97M-V/def2-TZVPD" total_charge=+1 relative_energy_kcal_mol=20.5 mol_weight_g_mol=89.162 homo_energy_ha=-0.52303 smiles=C[NH2+]CCCN homo_lumo_gap_ev=11.357
N -0.9964 -0.2850 0.4959 -0.305 0.368 0.408 -0.530
C 0.3602 -0.9706 0.5958 -0.529 0.368 0.931 -0.206
H -1.6748 -0.7223 -0.1242 0.214 -0.289 -0.103 0.429
H 0.7361 -0.3465 1.4153 0.782 -0.591 -0.084 0.211
H 0.2733 2.1959 -1.7088 -0.540 0.137 0.301 0.387
C 1.2745 0.6319 -1.0785 1.147 -0.738 -0.239 -0.237
H -1.1536 0.8684 2.2793 -0.191 0.240 -0.198 0.232
H -0.2276 0.9470 -2.4961 0.075 -0.561 0.212 0.383
H -1.5329 -0.8160 2.4797 0.029 -0.269 0.051 0.230
N 0.0043 1.2250 -1.5435 0.560 0.897 0.127 -0.876
H 2.0366 0.7497 -1.8505 0.108 -0.267 -0.046 0.209
H 0.7468 -1.3715 -1.5084 -0.125 -0.446 0.227 0.221
C -1.6567 0.0279 1.8128 0.347 -1.004 0.152 -0.423
H 0.2476 -2.0002 0.9165 -0.304 -0.027 0.236 0.236
H 1.6980 1.1711 -0.2210 -0.525 0.305 -0.082 0.196
H 2.2046 -1.2364 -0.5450 -0.183 -0.125 0.399 0.263
C 1.1871 -0.8600 -0.6497 -0.501 1.697 -1.381 -0.445
H -2.7211 0.1559 1.6587 0.001 0.424 -0.063 0.243
H -0.8061 0.6359 0.0718 -0.059 -0.117 -0.847 0.475

Entry 3:
58
Properties=species:S:1:pos:R:3:forces:R:3:nbo_charge:R:1 method="wB97M-V/def2-TZVPD" total_charge=+3 mol_weight_g_mol=628.343 homo_energy_ha="-0.54864 / -0.54864" homo_lumo_gap_ev="3.779 / 3.807"
C 2.4754 -4.1284 0.4296 -0.021 -0.045 -0.055 -0.129
N 1.4525 0.6231 1.7217 0.002 -0.049 0.165 -0.439
H -6.3084 1.5023 -3.4471 -0.005 0.000 0.007 0.258
H 2.6408 6.1309 6.2155 0.001 -0.002 -0.001 0.289
C 4.1410 -2.2667 3.1989 -0.010 0.032 0.008 -0.142
C 3.1671 -0.0661 3.2961 0.034 0.055 0.037 -0.094
C -4.1827 1.6705 -3.3250 -0.063 0.034 0.017 -0.093
O -0.6276 1.3401 -2.6963 0.078 0.129 0.203 -0.811
H 0.9533 -5.2024 -1.7965 0.003 0.001 0.000 0.253
C 2.1923 2.1387 3.4536 -0.029 0.068 -0.002 -0.129
S 3.5368 -6.6875 0.3093 0.041 -0.026 0.029 0.581
H -4.4743 -0.0481 0.1307 0.007 -0.005 0.007 0.242
C 1.3494 5.5951 4.4806 0.037 -0.001 0.040 -0.188
C -5.4121 1.3162 -2.8730 0.046 0.043 -0.057 -0.267
C 1.9432 -7.1213 -1.6844 0.038 -0.029 0.025 -0.188
S 3.0588 3.8921 5.4186 0.041 -0.003 0.040 0.582
H 4.7169 -0.8141 4.6260 -0.003 0.008 -0.001 0.250
C 2.3209 -0.3187 2.1900 0.053 0.105 0.139 0.254
C -3.0001 1.3947 -2.5836 0.133 0.119 0.006 -0.335
C 2.9395 -7.7122 -0.8810 -0.039 0.002 -0.039 -0.205
C 3.2840 -2.5690 2.0890 0.025 -0.056 -0.025 -0.092
C 1.3901 1.7750 2.3244 -0.011 -0.001 -0.076 0.132
C 3.0883 1.1807 3.9167 0.014 -0.041 0.007 -0.044
C -1.6495 2.8418 -4.1827 -0.019 -0.102 -0.104 -0.716
H -4.0964 2.1421 -4.2938 -0.024 0.020 0.015 0.234
C -4.4071 0.4127 -0.8422 -0.018 0.040 -0.096 -0.410
H 1.4592 -7.6471 -2.4941 -0.003 0.003 0.001 0.280
O -2.1024 0.4790 -0.5248 -0.188 -0.102 0.053 -0.941
H 3.7341 1.3764 4.7649 -0.003 0.010 -0.002 0.240
C 2.4767 -5.4031 -0.2100 -0.046 0.054 -0.028 -0.055
H 0.7913 6.5142 4.3800 -0.003 -0.003 -0.002 0.280
H 4.0115 -4.5667 1.8878 -0.003 -0.006 -0.008 0.240
H -8.0756 -0.4067 0.0615 -0.001 0.004 -0.001 0.231
H 4.8228 -3.0269 3.5568 -0.002 -0.006 -0.008 0.248
H 0.6809 2.4902 1.9230 -0.002 0.000 0.003 0.202
C 1.6833 -5.8297 -1.3088 0.007 0.013 0.025 -0.163
H -2.3965 3.6221 -4.0611 0.033 0.025 -0.011 0.254
C -1.7435 1.8148 -3.1023 -0.291 -0.115 -0.052 0.630
Sn -0.1574 0.3339 -0.9020 -0.021 0.104 -0.467 1.571
H 3.3224 -8.7201 -0.9730 0.000 0.002 0.001 0.288
C 2.3360 5.4082 5.4700 -0.041 0.026 -0.026 -0.205
C -5.5359 0.6923 -1.6098 -0.109 -0.032 0.082 0.424
C 2.0723 3.4250 4.0578 -0.041 -0.015 -0.065 -0.055
C -3.1515 0.7454 -1.3271 0.256 -0.020 0.098 0.505
H -0.6483 3.2636 -4.1892 -0.001 0.008 0.005 0.257
C 2.3797 -1.6123 1.5691 0.045 -0.161 0.017 0.243
O -6.7758 0.4171 -1.2386 0.089 -0.048 -0.031 -0.440
H -6.4918 -1.2149 0.0219 0.000 -0.002 -0.006 0.188
C 3.3187 -3.8312 1.4955 0.017 0.019 0.039 -0.048
H -1.8147 2.3672 -5.1542 0.000 -0.005 0.003 0.271
H 0.4944 4.4229 2.8777 0.005 -0.001 -0.002 0.253
C -7.0040 -0.2526 0.0055 -0.027 0.031 0.013 -0.264
C 1.5997 -3.0829 -0.0087 0.013 0.060 -0.050 0.132
C 4.0831 -1.0572 3.7833 -0.005 -0.026 -0.021 -0.153
H 0.9226 -3.2652 -0.8356 -0.001 0.000 0.000 0.203
H -6.6783 0.3706 0.8389 0.006 -0.005 0.000 0.190
N 1.5588 -1.8954 0.5200 -0.001 -0.080 0.148 -0.430
C 1.2012 4.4856 3.6907 0.006 -0.027 0.007 -0.164

Entry 4:
104
Properties=species:S:1:pos:R:3:forces:R:3:lowdin_charge:R:1 method="wB97M-V/def2-TZVPD" total_charge=+1 relative_energy_kcal_mol=4.7 mol_weight_g_mol=875.671 homo_energy_ha=-0.45987 homo_lumo_gap_ev=3.263
H 2.7374 2.6895 -0.0026 0.026 0.125 -0.128 0.057
H -3.2673 -1.9413 1.5202 -0.017 -0.227 -0.316 0.115
H -0.4250 0.0313 3.7935 -0.133 -0.109 -0.147 0.070
O -3.6386 1.4352 0.0306 0.190 0.748 0.114 0.063
H 6.7499 -5.1202 3.5782 -0.118 -0.108 -0.103 0.102
H 4.4839 2.5467 0.2700 0.116 -0.082 -0.263 0.099
H -0.6166 3.6577 -5.5450 0.022 -0.012 -0.065 0.080
C -6.2783 2.2574 -0.0377 0.039 1.122 -0.549 -0.021
H -7.3462 2.2258 -0.2287 0.038 -0.223 0.045 0.104
O 5.1120 -3.8919 3.4689 0.348 0.726 0.383 0.021
O -1.5689 -0.7749 7.6721 -0.088 -0.293 -0.151 0.002
H 5.4594 -5.6158 4.6634 -0.420 0.158 -0.167 0.096
C -3.4327 2.8249 3.1483 0.284 0.180 -0.105 0.019
H 0.5328 3.3376 -6.9102 -0.225 0.358 0.065 0.106
H 5.4415 2.7998 -3.8869 -0.193 0.164 -0.005 0.100
C 4.6773 2.0613 -4.1082 -1.139 -0.269 -0.306 0.018
H -1.0825 -3.0679 0.2495 0.123 -0.093 0.126 0.079
C 2.4755 -3.9812 1.2595 -0.974 -1.081 -0.776 -0.074
H -0.3453 -4.6472 -0.2005 -0.140 -0.007 0.040 0.120
H -6.0937 2.9443 0.7900 0.079 -0.388 0.287 0.097
Al -0.8624 2.4662 -0.9978 0.419 -1.551 0.034 1.405
H -3.7393 3.6597 3.7749 -0.084 -0.075 0.030 0.108
O -3.0516 1.8272 -3.0999 0.267 -0.328 0.933 0.050
C -3.2934 1.1529 -4.0831 -0.016 1.266 -0.278 -0.613
C -1.0916 2.8884 2.6930 0.086 -0.498 0.126 -0.636
H -4.4544 3.4554 -4.9462 -0.220 -0.120 -0.276 0.104
O -1.3673 -2.5909 6.3183 -0.037 -0.784 -0.318 0.153
H -2.4990 -0.3642 1.3071 -0.096 0.023 -0.059 0.076
H 2.3765 -3.5297 0.2750 0.550 0.436 0.135 0.069
H 2.0513 3.2655 3.3809 -0.632 -0.053 0.690 0.108
C 0.2650 3.1152 -5.8804 0.404 -0.162 0.025 -0.007
H 6.4644 -4.2139 5.0213 -0.448 0.516 -0.099 0.094
N 4.7964 -1.5270 -1.3907 0.320 0.615 -0.888 -0.439
O 1.2787 0.8470 -0.1299 0.605 1.677 -0.444 -0.189
H 1.0088 3.8360 2.0501 0.371 0.043 -0.020 0.099
H 1.3336 -0.7505 -3.5214 0.345 -0.062 -0.444 0.098
H -3.8445 -1.8726 -3.1543 0.245 -0.006 -0.445 0.107
H -5.7737 2.6984 -0.8993 0.010 -0.257 -0.094 0.098
H 4.8904 0.0720 -0.0442 -0.166 -0.083 0.268 0.103
O -3.3853 1.6903 -5.2897 -0.604 -0.567 -1.083 0.020
O 1.7577 2.8463 -2.3039 -0.889 -0.039 1.022 0.051
O 0.9434 -1.3709 0.8110 -0.513 0.902 -0.208 -0.247
C -3.1223 -1.1248 0.8186 0.463 0.615 0.035 -0.025
H 0.4615 -3.1498 -0.6829 -0.084 0.078 -0.138 0.068
H -2.2635 -1.1379 -2.8017 0.039 0.258 -0.327 0.066
C 3.7169 3.0359 -0.3244 -0.240 0.549 0.019 -0.009
H 3.8229 4.1166 -0.2309 -0.178 -0.042 0.368 0.112
C -3.3089 -0.9356 -3.0242 -0.912 -0.319 1.249 -0.009
O -0.4879 -0.4505 -0.9722 -0.425 0.229 -0.124 -0.237
O -0.0522 1.4964 -3.7170 -0.695 -0.321 0.577 0.042
O 0.0372 2.5329 3.2645 0.697 0.203 0.773 0.022
O -2.0629 2.5301 3.4782 -0.248 -0.097 0.385 0.048
O -1.2206 3.4341 1.6069 0.125 0.181 -1.187 0.017
C -1.3594 -1.4197 6.5160 0.017 1.644 0.477 -0.608
H 2.4683 -5.0569 1.0793 0.438 -0.019 0.156 0.099
O -2.5251 -3.5392 -1.5659 0.102 0.139 0.121 0.051
H 1.5350 -3.7942 1.7802 0.306 0.418 0.469 0.092
H -3.1680 -1.3518 8.8467 -0.048 -0.217 -0.252 0.097
O 0.0806 -0.2724 -5.0974 -0.292 -0.879 -0.759 0.055
H -2.6342 -1.3969 -0.1198 0.059 -0.277 0.182 0.066
S 0.3131 -0.2125 0.2339 -0.032 -1.656 0.390 0.256
O -0.5009 0.6226 1.1656 -0.318 0.150 0.016 -0.196
H -3.3923 3.4325 -6.4352 -0.468 -0.560 -0.226 0.105
C 2.9216 2.6509 -2.5384 0.482 1.265 -1.277 -0.607
H -2.7058 3.5509 -4.8611 -0.177 0.192 0.117 0.074
C -3.5382 3.1041 -5.4124 1.340 0.437 1.196 -0.018
H -1.5188 -1.4645 3.8803 -0.278 0.628 -0.297 0.094
O 3.6321 -3.5462 1.9461 -0.372 0.424 -0.285 0.020
O -5.8452 0.9308 0.2014 -0.426 -0.076 0.275 0.046
H -3.5169 3.0981 2.0985 -0.086 -0.199 0.023 0.080
C 5.9529 -4.7514 4.2268 1.085 -0.750 0.009 -0.037
O 3.3139 2.5016 -3.8076 0.162 -0.266 0.974 0.000
H 4.8617 1.1277 -3.5809 0.145 -0.004 -0.081 0.089
C 4.1120 -0.5115 -0.5229 0.052 -0.821 -0.480 0.058
H 1.6687 2.1828 2.0720 -0.094 0.029 -0.028 0.075
O 3.9645 -5.6546 2.7071 -0.001 0.173 -0.279 0.130
C -0.4979 -3.6072 -0.4835 0.115 -0.226 -0.410 0.043
O 3.9409 2.7697 -1.7101 0.559 -0.987 0.159 -0.001
H -3.7929 -0.4761 -2.1570 0.309 0.158 -0.002 0.090
O -4.4027 -0.6106 0.5252 -1.043 0.083 0.327 0.028
C 0.4975 -1.1815 -4.0805 0.304 0.614 1.228 -0.004
C 1.2629 2.9885 2.6871 -0.064 0.002 -1.404 -0.005
H -1.8292 -2.5767 8.7546 -0.226 -0.010 -0.561 0.095
O 0.0407 1.7095 -5.9375 -0.445 -0.907 -0.399 0.019
O 5.8297 -2.0257 -1.0147 -0.301 -0.052 0.220 0.095
H -1.6387 -1.1402 9.6706 0.008 0.292 -0.160 0.094
H 0.0650 -1.6125 4.4004 0.400 0.465 0.063 0.102
H 0.7727 -2.1102 -4.5609 -0.157 -0.008 -0.044 0.109
O -3.5369 -0.1306 -4.1668 0.449 -0.162 -0.415 0.062
O -0.8019 -3.7558 -2.8154 0.512 0.082 0.184 0.085
H 3.4937 -1.1214 0.1340 0.091 0.363 0.402 0.086
O 4.2811 -1.7103 -2.4864 0.014 -0.240 0.349 0.044
C -2.0966 -1.5210 8.7563 0.280 -0.146 1.139 -0.044
H 4.5208 1.8861 -5.1689 0.837 -0.122 -0.050 0.104
C -0.7259 -0.8585 4.3319 0.025 -1.357 0.222 -0.042
N -1.3175 -3.6218 -1.7307 -0.739 -0.274 0.038 -0.417
C -4.5641 0.6810 0.2434 1.040 -0.918 -0.251 -0.612
C 4.2259 -4.4796 2.6924 -0.289 -0.941 0.548 -0.616
O -1.1189 -0.4377 5.6289 0.081 -0.107 -0.040 -0.001
H -3.9750 1.9208 3.4088 -0.178 0.097 -0.118 0.108
C -0.0357 0.9905 -4.8255 1.141 1.677 0.497 -0.606
H -0.2314 -1.3045 -3.2814 -0.437 -0.224 -0.512 0.046
H 1.1237 3.3341 -5.2449 -0.143 -0.011 0.140 0.089
H 3.4926 0.0523 -1.2117 -0.015 0.167 0.194 0.071

Entry 5:
21
Properties=species:S:1:pos:R:3:forces:R:3:nbo_charge:R:1 method="wB97M-V/def2-TZVPD" total_charge=+1 relative_energy_kcal_mol=2.3 mol_weight_g_mol=351.977 homo_energy_ha=-0.49377 smiles=C[NH+](C)[C@@]1(I)CC[C@H]1I homo_lumo_gap_ev=9.894
H -1.6224 -2.0510 1.9942 0.507 1.828 -0.903 0.259
I -2.6398 1.2285 -0.1889 -0.121 -0.117 0.080 0.180
C -0.0769 -0.3264 1.7731 -0.985 0.558 -2.108 -0.437
C -1.5032 -0.9314 1.6961 -1.415 -1.450 2.022 -0.473
H 2.4686 0.7347 -1.3968 0.163 0.219 0.705 0.238
I 0.8190 -2.4531 -0.3298 -0.043 0.653 -0.216 0.284
C -0.0085 -0.5225 0.0739 -1.897 0.964 4.707 0.002
H 0.7299 -0.6771 2.3961 0.045 -0.740 -0.046 0.244
C -1.6842 -0.6285 0.2322 3.136 0.499 -0.558 -0.348
H -0.2398 0.7216 2.0760 0.350 -0.013 -0.648 0.223
H 2.4840 0.2439 0.3394 -0.685 -0.348 -0.201 0.255
H 1.1225 -0.2802 -2.4453 -2.131 1.246 0.696 0.245
H -2.3264 -0.4314 2.2827 1.214 -0.356 -0.187 0.248
H -0.7285 -0.0901 -2.0912 0.362 0.372 -0.479 0.243
N 0.5340 0.6794 -0.6397 -0.661 -0.433 1.292 -0.503
H -0.0943 1.5481 -0.3755 1.316 -1.946 -0.089 0.477
C 2.0105 0.8853 -0.4073 0.777 2.366 0.236 -0.434
H -2.0324 -1.3938 -0.3989 -0.922 -0.701 -0.772 0.232
H 0.3147 1.3871 -2.5339 -0.365 -0.687 -0.334 0.239
C 0.2486 0.4028 -2.0388 1.951 -0.278 -2.267 -0.428
H 2.2247 1.9542 -0.0176 -0.595 -1.635 -0.931 0.252

Entry 6:
21
Properties=species:S:1:pos:R:3:forces:R:3:nbo_charge:R:1 method="wB97M-V/def2-TZVPD" relative_energy_kcal_mol=27.4 mol_weight_g_mol=102.177 homo_energy_ha=-0.33010 smiles="CCC=C(C)C.O" homo_lumo_gap_ev=9.778
H -2.4189 0.0040 -2.5535 -0.111 0.033 0.349 0.217
H 3.0027 0.1291 4.3513 0.152 -1.039 0.180 0.470
H -1.7290 -2.6272 -1.8506 0.009 -0.116 0.396 0.211
C -1.0682 -0.7543 -1.0429 -1.591 0.374 0.286 0.023
C -2.3060 0.0546 -1.4575 0.252 -0.224 0.222 -0.656
H -0.2902 1.7755 -1.3582 0.740 0.622 0.274 0.201
O 3.1105 -0.8335 4.5249 0.879 0.814 -0.327 -0.939
H 1.2775 3.0219 0.2499 -0.113 -0.429 0.042 0.210
C 0.9721 1.9757 0.4197 -0.994 0.060 0.548 -0.604
H -2.1564 -2.4748 -0.1176 0.275 0.342 -0.295 0.217
H 1.4405 1.3925 -1.5904 -0.473 -0.278 0.094 0.205
C 0.1043 -0.1678 -0.8328 2.028 -0.553 0.545 -0.197
C 0.5918 1.3022 -0.8854 -0.924 -1.079 -1.529 -0.428
H 0.9161 -0.8807 -0.6366 -0.097 0.176 0.274 0.181
H -0.4660 -2.8259 -0.5957 -0.362 0.204 -0.114 0.216
H 4.0689 -1.0054 4.3828 -1.032 0.226 0.145 0.470
H 0.0235 1.9731 0.9826 0.559 0.269 0.368 0.206
H -2.2374 1.1144 -1.1595 -0.066 -0.465 -0.166 0.213
H -3.2036 -0.3847 -0.9907 0.247 0.256 -0.250 0.212
C -1.3767 -2.2669 -0.8695 0.910 0.824 -0.569 -0.633
H 1.7447 1.4783 1.0298 -0.289 -0.017 -0.472 0.207